[1]
DFT (ωB97M-V/def2-TZVPD) results for a molecular structure, C27H66B3NO12 at a distorted geometry.

Geometry (Å):
C (-5.962, 2.166, 0.305)
C (-5.039, 3.357, -0.093)
O (-4.681, 4.226, 0.970)
C (-3.917, 3.580, 1.966)
C (-2.559, 3.003, 1.486)
O (-1.575, 3.440, 2.439)
C (-0.410, 2.642, 2.365)
C (-0.351, 1.549, 3.478)
O (0.959, 1.143, 3.810)
C (1.577, 0.425, 2.749)
B (1.785, -1.133, 3.044)
O (0.862, -1.798, 3.911)
B (0.153, -2.663, 3.019)
C (-1.418, -2.443, 2.866)
N (-2.100, -3.407, 1.949)
O (0.927, -3.609, 2.310)
B (2.131, -3.022, 1.822)
O (2.625, -3.532, 0.605)
C (2.329, -2.586, -0.433)
C (0.793, -2.365, -0.649)
C (0.479, -2.371, -2.204)
O (0.415, -1.065, -0.175)
O (2.789, -1.950, 2.475)
H (-7.026, 2.465, 0.320)
H (-5.855, 1.394, -0.486)
H (-5.700, 1.675, 1.256)
H (-4.166, 2.997, -0.682)
H (-5.618, 3.975, -0.806)
H (-4.479, 2.806, 2.529)
H (-3.672, 4.357, 2.718)
H (-2.564, 1.891, 1.562)
H (-2.281, 3.268, 0.449)
H (-0.417, 2.122, 1.380)
H (0.515, 3.253, 2.372)
H (-0.767, 2.018, 4.394)
H (-1.030, 0.694, 3.262)
H (2.574, 0.879, 2.551)
H (1.028, 0.495, 1.780)
H (-1.536, -1.415, 2.421)
H (-1.935, -2.389, 3.842)
H (-1.747, -3.189, 1.020)
H (-3.074, -3.110, 1.932)
H (2.735, -2.991, -1.380)
H (2.864, -1.628, -0.268)
H (0.165, -3.162, -0.215)
H (1.122, -3.064, -2.768)
H (0.676, -1.337, -2.547)
H (-0.594, -2.622, -2.294)
H (-0.242, -1.160, 0.515)
C (-3.194, 2.745, -4.980)
C (-4.580, 3.357, -4.868)
O (-4.668, 4.394, -3.907)
C (-3.835, 5.522, -4.119)
C (-4.098, 6.237, -5.432)
H (-2.865, 2.362, -4.012)
H (-3.200, 1.923, -5.698)
H (-2.452, 3.473, -5.313)
H (-5.281, 2.586, -4.547)
H (-4.932, 3.710, -5.843)
H (-2.782, 5.235, -4.030)
H (-4.038, 6.206, -3.294)
H (-3.893, 5.599, -6.293)
H (-3.463, 7.121, -5.514)
H (-5.142, 6.549, -5.494)
C (3.275, -5.628, -6.463)
C (3.603, -4.350, -5.710)
O (3.120, -4.334, -4.378)
C (3.611, -5.346, -3.515)
C (5.117, -5.313, -3.332)
H (2.197, -5.800, -6.473)
H (3.629, -5.561, -7.493)
H (3.743, -6.502, -6.006)
H (3.125, -3.509, -6.216)
H (4.679, -4.150, -5.727)
H (3.276, -6.333, -3.853)
H (3.131, -5.174, -2.549)
H (5.646, -5.496, -4.268)
H (5.428, -6.078, -2.619)
H (5.436, -4.337, -2.959)
C (9.129, -1.659, -1.477)
C (8.036, -1.277, -2.461)
O (6.798, -1.920, -2.215)
C (6.198, -1.668, -0.954)
C (5.888, -0.202, -0.710)
H (9.283, -2.739, -1.477)
H (10.068, -1.171, -1.746)
H (8.880, -1.363, -0.456)
H (8.342, -1.581, -3.463)
H (7.901, -0.191, -2.495)
H (6.818, -2.080, -0.152)
H (5.265, -2.234, -0.942)
H (6.792, 0.410, -0.695)
H (5.385, -0.077, 0.251)
H (5.240, 0.188, -1.498)
C (-3.573, 3.344, 6.043)
C (-4.624, 2.250, 5.949)
O (-4.091, 0.940, 6.042)
C (-3.404, 0.626, 7.243)
C (-4.264, 0.748, 8.488)
H (-2.814, 3.210, 5.269)
H (-4.034, 4.325, 5.916)
H (-3.063, 3.338, 7.008)
H (-5.111, 2.311, 4.974)
H (-5.410, 2.397, 6.697)
H (-2.498, 1.235, 7.329)
H (-3.072, -0.407, 7.139)
H (-4.610, 1.771, 8.647)
H (-3.695, 0.448, 9.370)
H (-5.146, 0.111, 8.407)

For the LUMO energy, the calculation gives 0.21 eV. As for the HOMO-LUMO gap: 0.3552 hartree. The calculation puts the total energy at -2100.6622 a.u.

Here are the Löwdin charges for atoms 1 to 6, given in e:
1. C -0.07
2. C -0.26
3. O -0.14
4. C -0.19
5. C -0.17
6. O -0.15

***

[2]
DFT (ωB97M-V/def2-TZVPD) results for 9 unconnected molecules or ions with the total composition C27H66ClFN8O8P.

Geometry (Å):
C (-1.983, 2.762, -4.695)
C (-1.033, 3.670, -3.901)
C (-1.326, 3.697, -2.410)
Cl (-1.343, 5.433, -1.819)
P (0.058, 2.736, -1.415)
F (-1.168, 2.028, -0.367)
H (-2.441, 1.990, -4.082)
H (-2.754, 3.324, -5.221)
H (-1.402, 2.243, -5.460)
H (-0.022, 3.280, -4.017)
H (-1.051, 4.684, -4.284)
H (-2.307, 3.309, -2.159)
H (0.165, 3.819, -0.443)
H (1.074, 1.974, -0.749)
H (-0.111, 1.667, -2.409)
H (1.089, 3.394, -2.195)
C (-0.471, -0.465, 1.222)
C (-0.006, -1.858, 0.881)
O (0.483, -2.137, -0.205)
N (-0.160, -2.826, 1.831)
C (-0.723, -2.694, 3.162)
H (-0.303, 0.193, 0.374)
H (-1.540, -0.469, 1.446)
H (0.086, -0.079, 2.077)
H (0.161, -3.735, 1.538)
H (0.024, -2.989, 3.905)
H (-1.582, -3.358, 3.251)
H (-1.030, -1.671, 3.353)
C (4.620, 4.394, 1.533)
C (3.278, 3.952, 0.999)
O (3.158, 3.045, 0.194)
N (2.170, 4.595, 1.455)
C (2.091, 5.673, 2.413)
H (5.389, 3.777, 1.076)
H (4.820, 5.440, 1.291)
H (4.644, 4.247, 2.612)
H (1.311, 4.250, 1.038)
H (1.477, 5.371, 3.265)
H (1.629, 6.548, 1.949)
H (3.078, 5.945, 2.774)
C (1.583, 4.642, -8.395)
C (0.771, 4.979, -7.167)
O (1.292, 5.142, -6.079)
N (-0.582, 5.085, -7.303)
C (-1.379, 4.918, -8.500)
H (2.626, 4.588, -8.112)
H (1.285, 3.674, -8.801)
H (1.468, 5.408, -9.164)
H (-1.055, 5.300, -6.438)
H (-1.934, 5.836, -8.710)
H (-2.097, 4.107, -8.358)
H (-0.751, 4.686, -9.353)
C (-3.866, -4.762, 5.536)
C (-3.690, -5.217, 4.108)
O (-2.589, -5.324, 3.587)
N (-4.811, -5.512, 3.396)
C (-6.192, -5.444, 3.830)
H (-2.893, -4.567, 5.967)
H (-4.457, -3.844, 5.571)
H (-4.357, -5.532, 6.125)
H (-4.621, -5.807, 2.451)
H (-6.657, -6.429, 3.747)
H (-6.746, -4.747, 3.199)
H (-6.257, -5.112, 4.860)
C (4.354, 1.980, -7.133)
C (5.017, 2.879, -8.147)
O (4.414, 3.319, -9.114)
N (6.323, 3.200, -7.943)
C (7.189, 2.785, -6.856)
H (3.322, 1.823, -7.431)
H (4.858, 1.013, -7.088)
H (4.363, 2.440, -6.144)
H (6.703, 3.806, -8.653)
H (7.551, 3.660, -6.315)
H (8.050, 2.243, -7.253)
H (6.659, 2.142, -6.163)
C (5.092, 0.586, 3.235)
C (4.179, 1.467, 4.051)
O (4.247, 2.684, 4.005)
N (3.256, 0.856, 4.841)
C (3.019, -0.564, 5.011)
H (5.758, 1.220, 2.659)
H (5.689, -0.057, 3.885)
H (4.514, -0.029, 2.545)
H (2.675, 1.503, 5.351)
H (1.996, -0.807, 4.717)
H (3.153, -0.840, 6.059)
H (3.703, -1.146, 4.404)
C (-4.526, -3.360, -2.309)
C (-4.750, -1.887, -2.043)
O (-5.876, -1.431, -1.881)
N (-3.655, -1.099, -1.991)
C (-2.260, -1.485, -2.158)
H (-5.490, -3.858, -2.321)
H (-4.040, -3.507, -3.274)
H (-3.909, -3.802, -1.526)
H (-3.859, -0.128, -1.809)
H (-1.700, -1.229, -1.261)
H (-1.828, -0.937, -2.996)
H (-2.164, -2.549, -2.341)
C (-1.462, -7.282, 8.605)
C (-2.844, -6.677, 8.665)
O (-3.086, -5.573, 8.206)
N (-3.827, -7.412, 9.253)
C (-3.730, -8.733, 9.845)
H (-0.800, -6.579, 8.109)
H (-1.082, -7.475, 9.609)
H (-1.474, -8.212, 8.036)
H (-4.723, -6.950, 9.260)
H (-4.405, -9.421, 9.332)
H (-4.016, -8.690, 10.897)
H (-2.719, -9.116, 9.772)

For the LUMO energy, the calculation gives 1.52 eV. As for the net charge: -1. As for the HOMO-LUMO gap: 0.1923 hartree. The calculation puts the total energy at -3009.8348 a.u.

Here are the Löwdin charges for atoms 1 to 6, given in e:
1. C -0.12
2. C -0.39
3. C -0.80
4. Cl 0.43
5. P 0.40
6. F -0.46

***

[3]
DFT (ωB97M-V/def2-TZVPD) results for a molecular structure, C27H66LiN3O19P at a distorted geometry.

Geometry (Å):
C (6.048, 72.617, 0.383)
N (6.284, 72.731, -1.153)
C (4.849, 73.086, -1.763)
C (7.167, 73.968, -1.421)
C (6.767, 71.627, -1.912)
C (7.902, 70.924, -1.238)
O (8.136, 69.588, -1.711)
H (5.493, 73.313, 0.955)
H (6.954, 72.477, 0.787)
H (5.731, 71.606, 0.541)
H (4.657, 73.168, -2.651)
H (4.532, 74.078, -1.326)
H (4.215, 72.316, -1.395)
H (7.163, 74.378, -2.410)
H (8.161, 73.648, -1.064)
H (6.820, 74.792, -0.843)
H (6.882, 71.680, -2.918)
H (5.972, 70.888, -2.247)
H (7.532, 70.853, -0.281)
H (8.902, 71.421, -1.038)
H (7.278, 69.221, -1.305)
C (5.715, 63.301, 1.806)
N (4.961, 64.329, 2.632)
C (3.803, 64.635, 1.780)
C (4.553, 63.759, 4.003)
C (5.773, 65.543, 2.662)
C (5.116, 66.660, 3.524)
O (5.766, 67.889, 3.342)
H (5.065, 62.587, 1.329)
H (6.495, 62.841, 2.444)
H (6.243, 63.608, 0.961)
H (3.993, 65.162, 0.824)
H (3.185, 65.321, 2.218)
H (3.090, 63.765, 1.274)
H (3.961, 64.638, 4.518)
H (5.618, 63.477, 4.429)
H (4.184, 62.714, 3.751)
H (6.137, 66.034, 1.884)
H (6.647, 65.410, 3.137)
H (5.186, 66.356, 4.475)
H (4.108, 66.905, 3.242)
H (5.622, 68.073, 2.232)
C (-0.323, 68.502, -0.532)
N (0.538, 67.225, -0.430)
C (1.312, 67.207, -1.720)
C (1.461, 67.490, 0.728)
C (-0.414, 66.043, -0.342)
C (0.250, 64.610, -0.594)
O (-0.614, 63.529, -0.210)
H (-0.924, 68.636, 0.229)
H (-0.795, 68.567, -1.596)
H (0.208, 69.389, -0.363)
H (1.928, 68.073, -1.709)
H (0.804, 67.098, -2.666)
H (2.163, 66.404, -1.704)
H (1.897, 68.475, 0.564)
H (2.120, 66.805, 1.243)
H (0.756, 67.504, 1.573)
H (-1.236, 66.087, -1.105)
H (-0.930, 65.907, 0.624)
H (1.191, 64.709, 0.176)
H (0.728, 64.533, -1.549)
H (0.053, 62.970, 0.104)
Li (5.792, 66.720, -1.051)
P (4.975, 68.917, -0.141)
O (4.352, 67.561, -0.150)
O (6.041, 68.477, -1.166)
O (5.524, 69.258, 1.181)
O (3.935, 69.912, -0.589)
C (3.928, 63.324, -2.022)
O (3.412, 64.257, -2.869)
C (4.111, 65.333, -3.078)
O (5.203, 65.542, -2.498)
O (3.701, 66.288, -3.974)
C (4.194, 67.550, -3.939)
H (3.593, 63.442, -1.033)
H (5.049, 63.128, -2.278)
H (3.551, 62.430, -2.252)
H (5.211, 67.737, -3.657)
H (3.689, 67.993, -3.290)
H (4.237, 68.134, -4.890)
C (8.562, 67.753, 0.919)
O (9.233, 66.933, -0.038)
C (8.606, 65.846, -0.603)
O (7.481, 65.528, -0.194)
O (9.376, 65.176, -1.463)
C (8.857, 64.048, -2.056)
H (9.006, 68.685, 0.646)
H (8.664, 67.398, 1.986)
H (7.717, 68.002, 0.639)
H (8.771, 63.222, -1.311)
H (9.374, 63.755, -3.111)
H (7.941, 64.154, -2.262)
C (8.031, 70.901, 2.940)
O (9.048, 70.486, 3.779)
C (10.301, 70.324, 3.329)
O (10.580, 70.806, 2.227)
O (11.093, 69.799, 4.120)
C (12.445, 69.517, 3.731)
H (8.365, 71.843, 2.346)
H (7.157, 71.054, 3.250)
H (7.966, 70.257, 1.976)
H (13.153, 68.777, 4.240)
H (13.022, 70.308, 3.483)
H (12.328, 69.201, 2.680)
C (3.305, 75.268, 6.085)
O (2.669, 74.179, 5.400)
C (3.509, 73.501, 4.614)
O (4.694, 73.769, 4.459)
O (2.878, 72.471, 3.789)
C (3.622, 71.796, 2.758)
H (2.604, 75.747, 6.909)
H (3.419, 76.008, 5.295)
H (4.220, 75.100, 6.604)
H (4.831, 72.191, 2.536)
H (3.021, 71.941, 1.820)
H (3.900, 70.798, 3.139)

For the LUMO energy, the calculation gives -2.39 eV. As for the relative energy (zero: lowest compared OMol25 entry of this formula, charge and spin): 98.2 kcal per mole. As for the net charge: +1. As for the HOMO-LUMO gap: 0.2371 hartree. The calculation puts the total energy at -3010.3630 a.u.

Here are the Löwdin charges for atoms 1 to 6, given in e:
1. C 0.03
2. N -0.23
3. C 0.07
4. C 0.03
5. C -0.18
6. C -0.24

***

[4]
DFT (ωB97M-V/def2-TZVPD) results for 5 unconnected molecules or ions with the total composition C27H66N2O10P3 at a distorted geometry.

Geometry (Å):
C (-0.154, -1.728, 3.965)
C (0.633, -2.821, 3.238)
C (2.156, -2.588, 3.254)
O (2.646, -2.232, 1.968)
C (3.427, -1.049, 1.935)
P (3.699, -0.280, 0.147)
C (4.008, 1.351, 1.080)
C (4.557, 2.620, 0.407)
C (3.501, 3.686, 0.211)
O (2.711, 4.029, 1.035)
O (3.599, 4.278, -1.007)
N (5.376, -0.803, 0.017)
C (6.580, -0.107, 0.446)
C (7.014, -0.432, 1.880)
P (1.391, 0.085, 0.194)
O (0.876, 1.482, 0.038)
N (3.830, 0.637, -1.588)
C (4.963, 0.524, -2.409)
C (4.784, -0.085, -3.778)
O (6.049, 0.923, -2.059)
C (2.722, 1.133, -2.369)
C (1.740, 0.218, -3.057)
O (2.626, 2.311, -2.549)
P (3.292, -2.342, -0.978)
C (1.857, -3.460, -0.709)
C (4.641, -3.383, -1.674)
H (-0.074, -0.769, 3.435)
H (-1.220, -1.974, 4.061)
H (0.239, -1.572, 4.980)
H (0.326, -2.876, 2.187)
H (0.404, -3.798, 3.688)
H (2.409, -1.793, 3.972)
H (2.679, -3.498, 3.597)
H (4.420, -1.246, 2.368)
H (2.938, -0.293, 2.573)
H (3.064, 1.631, 1.570)
H (4.678, 1.072, 1.905)
H (5.294, 3.089, 1.084)
H (5.069, 2.419, -0.534)
H (2.692, 4.447, -1.324)
H (5.403, -1.770, 0.334)
H (6.467, 0.967, 0.305)
H (7.410, -0.372, -0.227)
H (7.967, 0.071, 2.104)
H (7.174, -1.514, 1.999)
H (6.281, -0.127, 2.633)
H (1.011, -0.514, 1.411)
H (0.774, -0.832, -0.686)
H (5.739, -0.546, -4.050)
H (4.569, 0.708, -4.510)
H (3.986, -0.828, -3.802)
H (0.735, 0.610, -2.853)
H (1.806, -0.827, -2.752)
H (1.902, 0.295, -4.141)
H (2.152, -4.447, -0.321)
H (1.215, -3.003, 0.052)
H (1.268, -3.606, -1.625)
H (4.288, -3.887, -2.582)
H (5.046, -4.152, -0.994)
H (5.454, -2.701, -1.954)
C (-1.595, 2.485, -4.727)
C (-2.617, 1.368, -4.844)
C (-3.985, 1.782, -4.328)
O (-2.162, 0.182, -4.193)
H (-1.452, 2.747, -3.675)
H (-0.628, 2.175, -5.124)
H (-1.922, 3.383, -5.255)
H (-2.712, 1.070, -5.893)
H (-3.940, 2.075, -3.276)
H (-4.690, 0.956, -4.425)
H (-4.367, 2.631, -4.898)
H (-2.045, 0.389, -3.257)
C (-3.399, -0.095, 7.106)
C (-3.992, -0.951, 6.002)
C (-5.477, -1.199, 6.212)
O (-3.279, -2.176, 5.848)
H (-3.495, -0.596, 8.075)
H (-2.339, 0.081, 6.920)
H (-3.909, 0.867, 7.154)
H (-3.844, -0.444, 5.046)
H (-5.638, -1.740, 7.150)
H (-5.886, -1.796, 5.397)
H (-6.024, -0.256, 6.268)
H (-3.350, -2.681, 6.667)
C (-4.223, -3.109, -7.034)
C (-5.032, -1.821, -7.023)
C (-4.661, -0.908, -8.182)
O (-4.899, -1.145, -5.780)
H (-3.158, -2.881, -6.932)
H (-4.515, -3.749, -6.202)
H (-4.364, -3.658, -7.967)
H (-6.096, -2.064, -7.083)
H (-3.607, -0.626, -8.110)
H (-5.262, 0.001, -8.159)
H (-4.813, -1.404, -9.143)
H (-3.969, -0.906, -5.660)
C (-5.203, 2.806, 3.363)
C (-5.528, 3.076, 4.823)
C (-5.982, 4.508, 5.055)
O (-4.421, 2.747, 5.661)
H (-4.385, 3.452, 3.034)
H (-4.894, 1.771, 3.224)
H (-6.065, 3.002, 2.724)
H (-6.316, 2.392, 5.149)
H (-5.186, 5.202, 4.772)
H (-6.219, 4.669, 6.107)
H (-6.863, 4.744, 4.457)
H (-3.680, 3.315, 5.417)

For the LUMO energy, the calculation gives 2.21 eV. As for the relative energy (zero: lowest compared OMol25 entry of this formula, charge and spin): 0.0 kcal per mole. As for the net charge: -1. As for the HOMO-LUMO gap: 0.1999 hartree. The calculation puts the total energy at -2954.2783 a.u.

Here are the Löwdin charges for atoms 1 to 6, given in e:
1. C -0.12
2. C -0.23
3. C -0.23
4. O -0.29
5. C -0.38
6. P 0.55